# 1
Formula: C10H15O2P
Source: the OMol25 dataset
Level of theory: ωB97M-V with the def2-TZVPD basis set

Each line ends with the Löwdin charge.
Atoms and positions in Å:
C 3.784 -0.608 -0.353  -0.10
C 2.835 -0.304 -1.316  -0.09
C 3.455 -0.507 0.990  -0.09
C 1.568 0.104 -0.947  -0.12
C 2.193 -0.093 1.363  -0.14
C 1.228 0.226 0.403  -0.49
C -2.386 -2.186 1.065  -0.11
C -2.417 2.289 -0.050  -0.12
C -1.471 -1.723 -0.010  -0.29
C -1.053 1.723 -0.419  -0.68
O -1.977 -1.335 -1.208  -0.03
O -0.192 2.809 -0.682  -0.09
P -0.412 0.692 1.030  1.07
H 4.772 -0.929 -0.649  0.10
H 3.083 -0.392 -2.364  0.10
H 4.188 -0.751 1.745  0.10
H 0.834 0.300 -1.716  0.10
H 1.932 -0.008 2.409  0.09
H -1.854 -2.242 2.009  0.07
H -2.778 -3.183 0.834  0.08
H -3.232 -1.509 1.178  0.08
H -2.334 2.872 0.863  0.07
H -2.772 2.940 -0.845  0.08
H -3.131 1.485 0.108  0.06
H -0.504 -2.190 -0.123  0.10
H -1.155 1.083 -1.314  0.09
H -2.889 -1.032 -1.101  0.11
H 0.685 2.470 -0.899  0.07

Computed properties:
* max |F|: 2.05 eV/Å
* net charge: 0
* HOMO-LUMO gap (spin up / spin down): 7.64 / 7.03 eV
* LUMO (spin up / spin down): 0.549 / -0.169 eV

# 2
Formula: C10H15O4S
Source: the OMol25 dataset
Level of theory: ωB97M-V with the def2-TZVPD basis set

Each line ends with the Löwdin charge.
Atoms and positions in Å:
C 1.399 0.834 -2.646  -0.13
C 1.212 0.532 -1.186  -0.24
C -0.103 -0.099 -0.718  -0.31
C -1.425 0.640 -1.238  -0.07
C -1.771 1.910 -0.574  -0.42
O -1.903 2.994 -1.163  0.01
C -2.201 2.068 0.784  -0.05
C -2.603 1.118 1.530  -0.18
O -2.946 0.402 2.384  0.19
C -0.213 -0.361 0.788  -0.46
C 0.766 0.302 1.760  -0.16
S -0.169 -1.950 1.183  0.60
C 1.482 -2.845 0.999  -0.15
O -0.983 -2.769 0.256  -0.41
O -0.496 -2.178 2.642  -0.42
H 1.212 -0.071 -3.277  0.09
H 2.413 1.119 -3.036  0.08
H 0.777 1.655 -2.850  0.04
H 1.553 1.478 -0.689  0.12
H 1.991 -0.185 -0.809  0.12
H -0.268 -1.099 -1.088  0.10
H -2.189 -0.171 -1.156  0.15
H -1.391 0.953 -2.227  0.08
H -2.233 3.133 1.033  0.14
H 0.275 1.193 2.242  0.07
H 1.763 0.714 1.568  0.06
H 0.803 -0.454 2.555  0.04
H 1.458 -2.972 -0.029  -0.01
H 2.404 -2.151 1.341  0.09
H 1.384 -3.740 1.624  0.04

Computed properties:
* max |F|: 4.89 eV/Å
* net charge: -1
* HOMO-LUMO gap: 7.04 eV
* LUMO: 3.310 eV
* SMILES: CC[C@H](CC(=O)C=C=O)C(C)=[S@](C)(=O)[O-]

# 3
Formula: C10H15PS
Source: the OMol25 dataset
Level of theory: ωB97M-V with the def2-TZVPD basis set

Each line ends with the Löwdin charge.
Atoms and positions in Å:
C 0.237 -0.295 4.184  -0.11
C 0.664 -1.242 3.307  -0.09
C -0.606 0.705 3.738  -0.10
C 0.216 -1.226 1.962  -0.17
C -1.158 0.706 2.458  -0.11
C -0.651 -0.277 1.577  -0.59
C 1.190 2.458 -2.017  -0.19
C -0.706 -1.257 -3.576  -0.16
C 0.769 2.418 -0.579  -0.06
C -0.654 -2.207 -2.362  -0.59
P -1.017 -0.002 -0.177  0.74
S 0.307 -1.419 -1.020  0.56
H 0.790 -0.331 5.154  0.12
H 1.260 -2.060 3.607  0.09
H -0.863 1.440 4.513  0.11
H 0.811 -1.854 1.236  0.04
H -1.954 1.320 1.979  0.10
H 0.996 1.493 -2.514  0.05
H 0.598 3.148 -2.586  0.06
H 2.254 2.514 -2.212  0.07
H 0.142 -1.335 -4.226  0.06
H -1.534 -1.637 -4.242  0.09
H -0.814 -0.384 -3.081  -0.02
H 0.137 3.154 -0.410  -0.02
H 1.456 1.860 0.016  0.04
H -0.226 -3.158 -2.534  0.04
H -1.643 -2.535 -2.197  0.05

Computed properties:
* max |F|: 5.44 eV/Å
* net charge: 0
* HOMO-LUMO gap (spin up / spin down): 7.13 / 7.70 eV
* LUMO (spin up / spin down): -0.655 / 0.502 eV

# 4
Formula: C10H16
Source: the OMol25 dataset
Level of theory: ωB97M-V with the def2-TZVPD basis set

Each line ends with the Löwdin charge.
Atoms and positions in Å:
C -2.508 2.076 -0.064  -0.06
C -1.613 1.703 1.019  -0.29
C -1.115 2.571 1.994  -0.04
C -0.063 2.243 2.860  -0.07
C 0.562 1.008 2.623  -0.12
C 0.160 0.130 1.671  -0.09
C -0.868 0.588 0.826  -0.06
H -2.895 1.233 -0.496  0.04
H -2.033 2.594 -0.947  0.11
H -3.386 2.641 0.210  0.08
H -1.518 3.472 2.262  0.08
H 0.283 2.966 3.622  0.11
H 1.376 0.690 3.410  0.14
H 0.741 -0.698 1.486  0.05
H -1.224 -0.247 0.178  0.12
C 1.508 -1.412 -3.039  -0.09
C 0.786 -2.520 -2.067  -0.25
C 1.436 -2.555 -0.661  -0.13
H 2.556 -1.100 -2.932  0.06
H 0.938 -0.516 -2.871  0.04
H 1.410 -1.855 -4.060  0.06
H -0.294 -2.062 -1.731  0.12
H 0.478 -3.509 -2.361  0.07
H 2.647 -2.455 -0.724  0.13
H 1.209 -1.668 -0.128  0.01
H 1.428 -3.320 -0.080  -0.02

Computed properties:
* max |F|: 8.00 eV/Å
* net charge: 0
* HOMO-LUMO gap: 10.11 eV
* LUMO: 0.958 eV
* SMILES: Cc1ccccc1.CCC

# 5
Formula: C10H16
Source: the OMol25 dataset
Level of theory: ωB97M-V with the def2-TZVPD basis set

Each line ends with the Löwdin charge.
Atoms and positions in Å:
C -0.379 1.856 -0.071  0.12
C 0.454 0.997 0.065  -0.17
C 1.701 0.371 0.527  -0.43
C 2.618 -0.017 -0.629  -0.08
C 2.386 1.391 1.441  -0.08
H -1.164 2.510 -0.319  0.03
H 1.451 -0.526 1.103  0.14
H 2.739 0.812 -1.324  0.09
H 3.592 -0.317 -0.249  0.08
H 2.165 -0.854 -1.187  0.04
H 1.722 1.683 2.252  0.08
H 2.642 2.284 0.874  0.08
H 3.297 0.974 1.868  0.08
C 0.117 -1.135 -2.007  0.11
C -0.709 -0.994 -1.139  -0.14
C -1.936 -1.176 -0.362  -0.43
C -1.695 -1.241 1.148  -0.07
C -2.946 -0.077 -0.707  -0.07
H 0.803 -1.212 -2.800  0.04
H -2.354 -2.140 -0.683  0.14
H -1.290 -0.295 1.506  0.06
H -2.635 -1.440 1.666  0.08
H -0.989 -2.034 1.390  0.08
H -2.986 0.084 -1.782  0.08
H -3.939 -0.359 -0.358  0.08
H -2.665 0.853 -0.223  0.05

Computed properties:
* max |F|: 1.70 eV/Å
* net charge: 0
* HOMO-LUMO gap: 9.87 eV
* LUMO: 1.050 eV
* SMILES: C#CC(C)C.C#CC(C)C

# 6
Formula: C10H16
Source: the OMol25 dataset
Level of theory: ωB97M-V with the def2-TZVPD basis set

Each line ends with the Löwdin charge.
Atoms and positions in Å:
C -1.613 -1.475 1.373  -0.06
C -1.809 -0.379 0.338  -0.28
C -1.210 -0.431 -0.894  -0.07
C -1.455 0.656 -1.813  -0.09
C -2.272 1.716 -1.581  -0.11
C -2.659 1.832 -0.268  -0.12
C -2.474 0.863 0.693  -0.03
H -0.982 -0.995 2.216  0.10
H -0.981 -2.250 0.925  0.07
H -2.628 -1.795 1.732  0.09
H -0.571 -1.233 -1.161  0.09
H -1.017 0.520 -2.833  0.11
H -2.720 2.453 -2.270  0.12
H -3.058 2.737 0.108  0.09
H -2.592 1.028 1.702  0.08
C 2.977 -1.493 -0.429  -0.13
C 2.389 0.003 -0.273  -0.31
C 2.380 0.633 1.161  -0.11
H 4.016 -1.659 0.023  0.07
H 2.996 -1.578 -1.646  0.11
H 2.207 -2.101 0.136  0.06
H 2.767 0.612 -1.143  0.10
H 1.319 -0.202 -0.378  0.04
H 1.847 0.004 1.847  0.05
H 3.311 0.927 1.515  0.03
H 1.831 1.607 0.921  0.09

Computed properties:
* max |F|: 3.98 eV/Å
* net charge: 0
* HOMO-LUMO gap: 9.99 eV
* LUMO: 0.942 eV
* SMILES: Cc1ccccc1.CCC

# 7
Formula: C10H16
Source: the OMol25 dataset
Level of theory: ωB97M-V with the def2-TZVPD basis set

Each line ends with the Löwdin charge.
Atoms and positions in Å:
C -3.662 1.234 0.218  -0.04
C -2.348 0.642 0.725  -0.28
C -1.383 1.491 1.275  -0.05
C -0.175 0.973 1.730  -0.09
C 0.097 -0.378 1.581  -0.11
C -0.885 -1.232 1.124  -0.09
C -2.117 -0.712 0.751  -0.06
H -3.921 2.084 0.842  0.07
H -4.418 0.460 0.293  0.07
H -3.509 1.503 -0.821  0.08
H -1.532 2.529 1.304  0.09
H 0.497 1.711 2.151  0.10
H 1.059 -0.718 1.951  0.10
H -0.712 -2.286 0.997  0.10
H -2.863 -1.422 0.409  0.11
C 2.301 -1.826 -1.203  -0.13
C 2.909 -0.437 -1.048  -0.29
C 1.965 0.665 -1.672  -0.11
H 2.575 -2.238 -2.177  0.07
H 1.239 -1.897 -0.979  0.05
H 2.781 -2.507 -0.495  0.06
H 2.924 -0.195 0.015  0.08
H 3.854 -0.301 -1.558  0.09
H 2.528 1.208 -2.433  0.06
H 1.052 0.214 -2.046  0.06
H 1.745 1.436 -0.935  0.05

Computed properties:
* max |F|: 2.46 eV/Å
* net charge: 0
* HOMO-LUMO gap: 10.15 eV
* LUMO: 1.039 eV
* SMILES: Cc1ccccc1.CCC

# 8
Formula: C10H16
Source: the OMol25 dataset
Level of theory: ωB97M-V with the def2-TZVPD basis set

Each line ends with the Löwdin charge.
Atoms and positions in Å:
C -2.148 1.026 -0.482  -0.11
C -0.812 1.771 -0.643  -0.19
C 0.351 0.839 -0.882  -0.22
C 1.464 1.276 -1.601  -0.06
C 2.643 0.536 -1.718  -0.10
C 2.706 -0.782 -1.326  -0.08
C 1.530 -1.295 -0.746  -0.08
C 0.433 -0.490 -0.467  -0.05
H -2.979 1.635 -0.833  0.07
H -2.390 0.793 0.567  0.06
H -2.177 0.000 -0.842  0.07
H -0.843 2.496 -1.472  0.11
H -0.769 2.516 0.149  0.11
H 1.509 2.282 -2.003  0.11
H 3.451 1.191 -2.030  0.10
H 3.555 -1.447 -1.385  0.10
H 1.490 -2.295 -0.339  0.10
H -0.351 -0.896 0.157  0.08
C -1.651 -1.032 3.683  -0.16
C -2.459 -1.568 2.479  -0.17
H -0.886 -0.363 3.274  0.06
H -2.317 -0.441 4.301  0.06
H -1.108 -1.764 4.273  0.06
H -1.971 -1.573 1.513  0.03
H -3.388 -0.994 2.404  0.06
H -2.839 -2.558 2.745  0.06

Computed properties:
* max |F|: 1.69 eV/Å
* net charge: 0
* HOMO-LUMO gap: 10.03 eV
* LUMO: 1.000 eV
* SMILES: CCc1ccccc1.CC

| no. | DFT total energy (eV) |
| --- | --- |
| 1 | -23994.606 |
| 2 | -29635.926 |
| 3 | -30733.294 |
| 4 | -10626.756 |
| 5 | -10625.330 |
| 6 | -10627.763 |
| 7 | -10629.135 |
| 8 | -10628.778 |